Record 1
78
Properties=species:S:1:pos:R:3:forces:R:3:lowdin_charge:R:1 method="wB97M-V/def2-TZVPD" fmax_ha_per_bohr=0.126 homo_energy_ev=-2.1 total_charge=-1 e_tot_ev=-76975.265
C -2.797303 -0.918976 5.129760 0.271 0.015 -0.100 -0.11
C -1.582983 -1.800559 4.548203 -0.262 -0.458 1.100 -0.26
O -2.002062 -2.733724 3.503405 0.287 2.080 0.035 -0.16
C -2.133299 -1.976491 2.279440 -0.062 0.757 -1.291 -0.19
C -2.548753 -2.840066 0.991288 0.192 -1.714 1.525 -0.14
O -1.548461 -2.740726 -0.047342 -2.107 6.001 1.148 -0.24
C -1.876274 -1.701221 -0.993261 0.250 -3.657 -0.054 -0.15
N -0.709495 -0.787572 -1.013254 1.844 2.237 -2.757 0.07
C 0.157221 -0.772626 -2.158858 0.386 1.671 -0.987 -0.23
N 0.721065 -1.706139 -2.904218 -1.395 -0.611 2.145 0.13
C 0.451821 -3.154961 -2.610198 -0.206 -1.737 -1.585 -0.03
C 1.716903 -3.960916 -3.242442 0.389 -1.405 -1.211 -0.26
O 1.612465 -4.856808 -4.105494 0.349 3.469 3.000 0.09
C 3.146102 -3.446100 -2.685684 1.398 0.550 1.097 -0.11
C 3.321592 -3.534490 -1.139303 3.072 1.777 -1.957 0.00
C 4.652886 -3.025215 -0.540035 -1.010 0.020 -4.354 -0.06
C 5.732502 -2.449074 -1.522424 -2.633 -0.866 -0.838 -0.08
C 5.533726 -2.351637 -3.052117 -3.131 -1.611 1.966 -0.08
C 4.206218 -2.878385 -3.659181 0.176 -0.263 4.257 -0.03
N 0.575597 0.607103 -2.560455 -0.277 -1.067 1.988 -0.46
Cl 0.204198 1.103181 -4.163327 -0.142 -0.272 0.370 0.70
C 0.142870 1.530396 -1.439661 0.478 -0.461 -0.091 -0.25
C 1.408040 1.770410 -0.490246 0.685 -0.003 0.781 -0.03
C 1.867652 0.512814 0.368191 -0.025 -1.273 2.978 -0.31
O 1.660323 0.315436 1.570941 0.701 0.994 -4.763 0.10
F 2.652602 -0.478170 -0.321925 -1.691 2.303 0.853 0.01
C -1.106726 0.678037 -0.936169 -1.893 1.251 -1.336 -0.20
C -2.043102 1.180672 0.256014 0.172 0.422 0.272 -0.11
C -1.369085 2.189024 1.299456 -0.984 0.686 0.428 -0.18
C -1.465361 3.723140 0.761176 -0.900 -0.291 0.704 -0.17
C -0.619203 4.751981 1.660823 -0.137 -1.408 -0.155 -0.20
N 0.592280 5.144508 0.873899 -1.328 2.378 0.390 -0.15
C 1.709160 5.485292 1.808080 0.909 -1.028 0.663 -0.08
C 0.325667 6.219218 -0.086627 2.711 0.681 -2.233 -0.39
C -1.090291 6.910733 -0.350619 0.253 0.507 0.067 -0.02
O 1.295594 6.609620 -0.802307 -3.076 -1.122 2.451 0.00
H -2.377911 -0.168101 5.895474 -0.681 -1.232 -0.989 0.08
H -3.561953 -1.618255 5.612146 1.127 1.020 -0.542 0.08
H -3.355320 -0.307942 4.344556 0.881 -0.855 0.893 0.05
H -1.209413 -2.446062 5.430714 -0.575 0.879 -1.488 0.13
H -0.687789 -1.154974 4.225608 -1.367 -0.809 0.157 0.12
H -1.102264 -1.504047 2.041464 -1.546 -0.527 0.319 0.13
H -2.930821 -1.142312 2.393145 1.262 -1.054 0.137 0.10
H -3.611354 -2.627549 0.616503 1.563 -0.078 0.411 0.14
H -2.556754 -3.948309 1.324869 0.086 1.611 -0.892 0.15
H -2.892543 -1.219121 -0.820725 1.604 -0.042 -0.014 0.15
H -1.948916 -2.253695 -2.012456 0.066 0.844 1.394 0.16
H 1.360522 -1.490223 -3.690473 -0.636 0.296 1.007 0.16
H 0.262648 -3.409472 -1.511256 0.109 0.360 -1.183 0.14
H -0.498441 -3.462185 -3.187279 1.490 0.077 0.999 0.16
H 2.490185 -3.934221 -0.455044 1.373 0.595 -1.327 0.13
H 4.806596 -3.064302 0.584746 -0.051 0.115 -1.781 0.09
H 6.688357 -2.057694 -1.048913 -1.364 -0.576 -0.850 0.08
H 6.293830 -1.909791 -3.771609 -0.952 -0.647 1.373 0.08
H 3.934509 -2.852004 -4.764000 0.664 -0.038 1.667 0.10
H -0.091559 2.571883 -1.843000 -0.090 -1.668 0.420 0.14
H 1.178558 2.617086 0.261937 0.220 -1.514 -1.148 0.11
H 2.330512 2.142365 -1.075069 -1.617 -0.801 0.542 0.15
H -1.810094 0.745953 -1.858627 0.972 0.303 1.322 0.16
H -2.531225 0.309470 0.803799 0.897 1.014 -0.768 0.10
H -2.913824 1.763433 -0.237038 1.399 -0.965 0.740 0.13
H -2.029006 2.170684 2.246813 1.104 -0.079 -1.343 0.12
H -0.318188 1.912428 1.641170 -1.379 0.223 -0.656 0.09
H -2.569453 4.044910 0.846351 1.535 -0.664 -0.287 0.12
H -1.206004 3.759453 -0.352918 -0.097 0.229 1.616 0.10
H -1.247102 5.632314 2.036066 0.894 -1.118 -0.624 0.11
H -0.253833 4.186306 2.594799 -0.542 0.854 -1.412 0.13
H 1.325311 6.155193 2.652354 0.724 -0.579 -1.191 0.10
H 2.034719 4.493970 2.307814 -0.507 1.545 -0.755 0.10
H 2.632665 5.885851 1.272190 -1.599 -0.296 0.653 0.10
H -1.619915 7.181432 0.627189 0.520 -0.712 -1.451 0.08
H -1.751744 6.312634 -1.073475 0.931 0.634 1.388 0.09
H -0.880513 7.914258 -0.879161 -0.035 -1.754 0.817 0.10
O -1.606562 -4.604855 -0.689351 0.481 -2.129 -1.183 -0.45
S -2.036199 -5.975846 -1.081713 -0.235 -1.783 -0.319 0.18
O -0.946929 -6.933207 -0.789577 0.413 0.013 0.098 -0.47
O -2.341017 -5.991093 -2.531556 -0.008 0.445 -0.568 -0.48
O -3.245850 -6.342076 -0.311993 -0.299 0.310 0.314 -0.47


Record 2
9
Properties=species:S:1:pos:R:3:forces:R:3:lowdin_charge:R:1 method="wB97M-V/def2-TZVPD" fmax_ha_per_bohr=0.106 homo_energy_ev=-11.8 total_charge=0 e_tot_ev=-36535.012 e_above_lowest_kj_mol=278.1
C -0.805930 -1.575020 -1.058906 -0.059 5.033 2.085 -0.17
C -0.939451 0.296914 -0.087279 1.316 -4.468 0.173 -0.14
N -0.366652 -2.493131 -1.579109 0.164 -1.092 -0.489 0.02
Si 0.828080 0.560159 0.578860 -0.492 -2.077 -0.498 -0.43
Cl 0.988666 2.021634 1.882393 -0.300 1.381 1.119 0.36
Cl 1.849111 0.996999 -1.036842 1.216 0.458 -1.513 0.36
H -1.492192 -0.155828 0.706217 -0.846 0.012 0.500 0.00
H -1.506684 0.964202 -0.670623 -0.399 0.536 -1.013 0.02
H 1.445052 -0.615929 1.265290 -0.599 0.217 -0.363 -0.02